[1]
102
Properties=species:S:1:pos:R:3:mulliken_charge:R:1 method="wB97M-V/def2-TZVPD" lumo_ev=3.846 gap_ev=5.889 e_above_lowest_kj_mol=244.6 homo_energy_ev=-2.0429 max_force_ev_per_a=4.78 total_charge=-2 spin_multiplicity=1 energy_ha=-5057.06619
Ba 1.32 0.00 -1.22 2.735
C 3.12 -3.91 1.54 -1.499
C 1.62 -3.90 1.35 0.553
C 0.77 -3.59 2.41 -0.556
C -0.61 -3.57 2.26 0.654
C -1.53 -3.28 3.43 -1.128
C -1.15 -3.86 1.01 -0.288
C -0.33 -4.19 -0.07 0.636
C -0.94 -4.54 -1.41 -1.185
C 1.05 -4.22 0.12 -0.265
H 3.43 -3.12 2.22 0.319
H 3.63 -3.75 0.59 0.184
H 3.45 -4.87 1.95 0.349
H 1.20 -3.33 3.38 0.498
H -1.04 -2.64 4.16 0.221
H -1.81 -4.21 3.93 0.426
H -2.44 -2.79 3.09 -0.003
H -2.22 -3.81 0.87 0.369
H -0.19 -4.53 -2.20 0.065
H -1.72 -3.83 -1.69 0.123
H -1.39 -5.54 -1.37 0.368
H 1.69 -4.47 -0.72 0.172
Cl 0.82 -0.22 3.51 0.060
C 0.15 1.23 4.18 0.425
C 0.53 1.56 5.47 -0.681
C 0.06 2.72 6.06 -0.456
C -0.79 3.55 5.34 -0.833
C -1.17 3.21 4.05 -0.205
C -0.72 2.04 3.43 -0.373
P -1.11 1.59 1.68 0.803
C -2.11 3.04 1.17 -0.025
C -1.40 4.14 0.68 -0.404
C -2.06 5.28 0.25 -0.658
C -3.45 5.34 0.29 -0.492
C -4.17 4.25 0.75 -0.658
C -3.51 3.10 1.19 -0.100
C -2.42 0.32 1.91 0.634
C -3.17 0.13 3.07 -0.438
C -4.19 -0.81 3.10 -0.811
C -4.46 -1.59 1.98 -0.647
C -3.71 -1.42 0.82 -0.630
C -2.69 -0.47 0.79 0.165
H 1.21 0.90 6.01 0.454
H 0.37 2.99 7.06 0.336
H -1.16 4.47 5.79 0.393
H -1.84 3.86 3.50 0.406
H -0.31 4.09 0.62 0.507
H -1.49 6.12 -0.14 0.426
H -3.97 6.22 -0.07 0.347
H -5.25 4.28 0.77 0.384
H -4.08 2.25 1.54 0.354
H -2.97 0.74 3.95 0.448
H -4.77 -0.95 4.01 0.354
H -5.26 -2.32 2.00 0.287
H -3.90 -2.01 -0.07 0.520
H -2.13 -0.35 -0.13 -0.046
F -7.39 -0.02 -5.14 -0.342
C -6.18 -0.30 -4.64 0.676
C -5.69 0.37 -3.53 -0.211
F -6.45 1.32 -2.97 -0.335
C -4.45 0.06 -3.02 -0.307
F -4.05 0.77 -1.95 -0.032
C -3.61 -0.94 -3.54 -0.062
S -2.07 -1.35 -2.86 -0.065
C -4.14 -1.57 -4.67 0.200
F -3.44 -2.53 -5.29 -0.345
C -5.38 -1.28 -5.20 0.163
F -5.84 -1.94 -6.28 -0.333
F 2.43 -0.32 -4.64 -0.194
C 2.60 -1.65 -4.55 0.315
F 3.32 -2.04 -5.61 -0.278
F 1.39 -2.20 -4.65 -0.233
C 3.25 -2.01 -3.17 1.216
O 2.46 -1.55 -2.17 -0.999
C 3.41 -3.57 -3.10 0.346
F 4.01 -3.92 -1.95 -0.264
F 4.13 -4.12 -4.09 -0.272
F 2.21 -4.16 -3.11 -0.246
C 4.68 -1.37 -3.08 0.397
F 4.62 -0.06 -3.30 -0.219
F 5.56 -1.89 -3.95 -0.281
F 5.18 -1.55 -1.86 -0.235
O 4.00 1.06 1.45 -0.774
B 3.28 0.82 0.20 -0.432
O 4.06 1.53 -0.80 -0.243
C 5.12 2.13 -0.18 0.484
C 6.11 2.92 -0.73 -0.919
C 7.09 3.41 0.13 -0.561
C 7.06 3.12 1.49 -0.434
C 6.05 2.32 2.04 -1.102
C 5.08 1.84 1.17 0.752
H 6.11 3.14 -1.79 0.466
H 7.89 4.03 -0.26 0.371
H 7.84 3.52 2.14 0.353
H 6.01 2.09 3.09 0.425
F -0.93 3.10 -3.50 -0.242
C 0.35 3.12 -3.12 0.744
F 1.01 2.19 -3.87 -0.190
F 0.85 4.31 -3.44 -0.281
C 0.52 2.74 -1.62 0.330
O 1.28 3.44 -0.96 -0.610
O -0.12 1.70 -1.29 -0.791

=====

[2]
25
Properties=species:S:1:pos:R:3:mulliken_charge:R:1 method="wB97M-V/def2-TZVPD" lumo_ev=-3.310 gap_ev=10.266 e_above_lowest_kj_mol=421.6 homo_energy_ev=-13.5764 max_force_ev_per_a=5.31 total_charge=+1 spin_multiplicity=1 energy_ha=-368.77599
C 2.37 2.07 2.03 -0.741
C 1.99 1.15 1.21 -0.024
C 2.08 0.25 -1.09 -1.228
C -2.54 0.31 0.56 -1.468
C -1.19 -1.50 -0.07 -1.574
C -2.15 0.03 -1.90 -1.139
C 1.88 0.16 0.38 0.577
C -2.03 -0.58 -0.46 1.269
N 1.43 -1.17 0.81 -0.185
H 3.46 1.96 2.23 0.226
H 3.00 0.06 -1.45 0.391
H 1.81 1.27 -1.56 0.309
H 1.36 -0.50 -1.48 0.342
H -3.60 0.62 0.42 0.431
H -1.96 1.18 0.70 0.307
H -2.63 -0.15 1.63 0.316
H -0.98 -2.21 -0.99 0.318
H -1.39 -1.93 0.87 0.598
H 1.88 2.91 2.44 0.310
H -1.32 0.55 -2.30 0.292
H -3.11 0.64 -1.87 0.334
H -2.43 -0.74 -2.70 0.354
H 1.44 -1.35 1.88 0.423
H 2.16 -1.80 0.25 0.460
H 0.45 -1.23 0.45 0.104

=====

[3]
73
Properties=species:S:1:pos:R:3:mulliken_charge:R:1 method="wB97M-V/def2-TZVPD" lumo_ev=-5.304 gap_ev=6.356 homo_energy_ev=-11.6596 max_force_ev_per_a=3.85 total_charge=+1 spin_multiplicity=1 energy_ha=-1957.30854
C 2.31 0.44 -1.56 -1.268
C 1.94 1.05 -0.16 -0.325
C 0.71 2.00 -0.20 -0.199
F 1.12 3.16 -0.91 -0.428
C -0.53 1.45 -0.97 0.020
C -1.91 2.20 -0.91 -0.592
C -2.67 1.21 -1.90 -0.555
N -2.24 -0.08 -1.25 -0.020
S -3.31 -1.44 -1.33 -0.068
C -1.05 0.01 -0.69 0.260
O -0.44 -1.01 0.00 -0.111
N -0.04 -2.06 -0.86 0.258
O -0.68 -3.01 -0.57 -0.277
H 2.70 1.23 -2.26 0.326
H 3.13 -0.30 -1.43 0.392
H 1.45 -0.09 -2.04 0.225
H 1.85 0.27 0.62 0.145
H 2.82 1.69 0.15 0.508
H 0.41 2.38 0.81 0.396
H -0.22 1.38 -2.05 0.322
H -2.27 1.94 0.12 0.369
H -1.96 3.29 -1.11 0.377
H -3.77 1.36 -1.87 0.453
H -2.15 1.38 -2.89 0.352
H -4.48 -0.94 -1.89 0.245
C -5.30 1.13 1.27 -0.535
O -4.22 0.24 1.51 -0.514
H -5.93 1.17 2.16 0.274
H -4.92 2.14 1.05 0.242
H -5.91 0.78 0.43 0.226
H -3.69 0.22 0.71 0.270
C -1.59 -3.56 -3.86 -0.337
O -0.62 -4.40 -3.24 -0.464
H -1.56 -3.73 -4.93 0.296
H -2.58 -3.80 -3.48 0.188
H -1.35 -2.51 -3.65 0.078
H -0.65 -4.24 -2.30 0.298
C 2.95 0.20 3.58 -0.565
O 1.71 0.20 2.87 -0.382
H 3.76 0.15 2.86 0.255
H 3.04 1.12 4.16 0.187
H 3.00 -0.66 4.24 0.303
H 1.00 0.25 3.52 0.237
C 2.51 4.12 3.80 -0.260
O 3.36 3.66 4.85 -0.523
H 2.53 3.39 2.99 -0.106
H 1.49 4.22 4.16 0.292
H 2.87 5.08 3.42 0.315
H 3.33 4.31 5.55 0.296
C -0.41 3.95 -4.17 -0.409
O -1.54 3.11 -4.37 -0.474
H -0.01 3.77 -3.17 0.047
H 0.36 3.72 -4.91 0.294
H -0.69 5.00 -4.26 0.311
H -1.88 3.29 -5.26 0.298
C 1.35 -5.49 1.86 -0.487
O -0.06 -5.72 1.85 -0.503
H 1.79 -6.05 2.67 0.274
H 1.78 -5.82 0.91 0.261
H 1.54 -4.42 2.01 0.181
H -0.43 -5.21 1.13 0.272
C 0.14 6.43 0.69 -0.563
O 1.12 5.46 1.06 -0.414
H 0.04 7.15 1.51 0.255
H 0.46 6.96 -0.21 0.276
H -0.82 5.95 0.52 0.207
H 1.20 4.84 0.34 0.298
C 2.35 -9.10 0.99 -0.457
O 1.25 -8.90 0.10 -0.501
H 3.14 -9.63 0.45 0.250
H 2.73 -8.13 1.32 0.169
H 2.03 -9.70 1.84 0.240
H 0.57 -8.43 0.60 0.302

=====

[4]
56
Properties=species:S:1:pos:R:3:mulliken_charge:R:1 method="wB97M-V/def2-TZVPD" lumo_ev=2.145 gap_ev=9.305 e_above_lowest_kj_mol=331.8 homo_energy_ev=-7.1595 max_force_ev_per_a=4.03 total_charge=-1 spin_multiplicity=1 energy_ha=-1451.77620
O 1.46 2.96 -3.51 -0.690
H 2.17 2.31 -3.25 0.376
H 0.72 2.38 -3.37 0.338
O -2.28 1.71 -3.73 -0.604
H -2.17 0.80 2.84 0.319
H -2.12 2.55 -3.29 0.301
O -0.28 -2.74 -2.00 -0.570
H 2.87 -2.03 -2.44 0.300
H -0.11 -1.86 -2.37 0.266
O 0.98 3.79 1.50 -0.688
H 1.35 2.98 1.97 0.346
H 1.22 3.21 0.67 0.367
O 2.08 -1.36 -0.27 -0.280
H 2.86 -1.19 0.22 0.176
H 0.50 -0.03 1.09 0.026
O -0.97 2.58 -0.37 -0.655
H -1.20 3.23 0.28 0.268
H 0.01 2.32 -0.32 0.433
O 1.67 0.46 -2.26 -0.901
H 2.02 -0.63 -0.90 0.233
H 0.80 0.08 -2.33 0.081
O 2.46 -2.78 -2.85 -0.622
H -0.21 -2.15 3.05 0.318
O -1.01 0.06 -1.77 -0.257
H -0.58 0.65 -2.37 0.409
H -0.91 0.47 -0.91 0.040
O 2.78 0.44 1.76 -0.429
H 3.68 0.64 1.54 0.237
H 2.62 0.68 2.65 0.187
O 1.42 2.25 -0.70 -0.956
H 1.81 1.35 -1.52 0.208
H 1.61 3.09 -1.13 0.313
O -4.31 1.28 0.48 -0.626
H -1.06 -3.15 -2.44 0.260
H -3.64 0.65 0.66 0.296
O -0.03 -0.37 1.86 0.013
H 1.10 -2.97 0.97 0.353
H 2.13 -3.29 -2.12 0.332
O -0.18 -1.90 3.96 -0.740
H -0.30 0.41 2.41 0.126
H -4.01 1.97 -0.10 0.316
O 1.15 1.40 4.89 -0.673
H 1.57 2.00 4.26 0.285
H 0.45 1.02 4.38 0.383
O 1.07 -3.88 0.61 -0.719
H 0.82 -3.52 -0.24 0.207
H 0.67 -1.36 3.95 0.345
O -3.21 -2.73 -1.97 -0.665
H -3.58 -2.63 -1.10 0.296
H -2.83 -1.84 -1.97 0.307
O -1.84 0.60 3.72 -0.726
H -1.70 -0.34 3.51 0.420
H -1.93 1.82 -4.61 0.286
O -2.13 -2.90 1.02 -0.654
H -1.87 -3.52 1.76 0.289
H -1.61 -2.95 0.22 0.402

=====

[5]
55
Properties=species:S:1:pos:R:3:mulliken_charge:R:1 method="wB97M-V/def2-TZVPD" lumo_ev=-2.314 gap_ev=11.194 homo_energy_ev=-13.5080 max_force_ev_per_a=0.83 total_charge=+1 spin_multiplicity=1 energy_ha=-1352.53141
N 0.02 -2.06 -2.10 -0.187
C 0.26 -2.76 -1.01 0.914
N -0.72 -3.40 -0.38 -0.436
N 1.51 -2.93 -0.61 -0.333
H -0.92 -1.87 -2.44 0.165
H 0.73 -1.42 -2.42 0.200
H -0.49 -3.79 0.51 0.242
H -1.65 -3.03 -0.44 0.229
H 1.67 -3.29 0.32 0.184
H 2.26 -2.41 -1.04 0.160
H -2.38 -1.21 -4.32 0.274
H -2.97 -0.68 -2.96 0.391
O -2.12 -0.91 -3.44 -0.802
H 3.79 -0.47 -0.62 0.477
H 5.05 -1.41 -0.80 0.286
O 4.14 -1.28 -1.05 -0.622
H -4.17 0.29 -1.45 0.374
H -5.10 0.27 -2.69 0.326
O -4.45 -0.25 -2.20 -0.710
H 2.70 0.63 1.04 0.508
H 3.73 1.56 0.29 0.281
O 2.95 1.04 0.11 -1.077
H -0.58 -0.18 3.58 0.442
H -1.57 -1.02 2.65 0.463
O -0.95 -1.08 3.43 -0.816
H -3.63 2.04 0.65 0.298
H -2.42 1.86 -0.37 0.464
O -3.17 1.38 0.11 -0.783
H 0.41 0.97 -3.01 0.452
H -1.04 0.50 -3.39 0.467
O -0.45 1.28 -3.35 -0.824
H 1.58 -2.85 3.58 0.301
H 0.41 -1.92 3.09 0.474
O 1.26 -2.36 2.80 -0.717
H -0.49 2.83 -0.76 0.401
H -1.08 2.20 -2.05 0.520
O -1.33 2.68 -1.22 -0.806
H 1.68 2.25 0.06 0.454
H 1.53 3.77 -0.40 0.308
O 1.09 3.04 0.05 -0.780
H 1.82 0.58 2.89 0.443
H 2.12 -0.85 2.43 0.399
O 2.50 0.07 2.40 -0.763
H -3.54 -1.36 1.48 0.307
H -2.77 -0.16 0.81 0.427
O -2.67 -1.06 1.21 -0.770
H 2.75 0.06 -2.90 0.343
H 2.30 0.57 -1.56 0.322
O 1.94 0.20 -2.40 -0.782
H 0.59 1.57 4.62 0.295
H 0.13 2.08 3.20 0.418
O 0.44 1.30 3.71 -0.811
H -0.34 4.30 2.59 0.298
H 0.04 3.33 1.43 0.450
O -0.42 3.38 2.29 -0.734